# 1
Density functional theory data (ωB97M-V with the def2-TZVPD basis set) for the molecule C3H4N2S2 at a distorted geometry.

```
11
C3H4N2S2, DFT ωB97M-V with the def2-TZVPD basis set
S 2.55564 -0.10160 -0.05300
C 0.90088 0.11815 0.00561
C 0.06762 -1.12969 0.42009
S -1.63561 -0.97076 -0.26654
N -2.09680 0.62727 0.19724
C -1.18078 1.46523 0.17716
N 0.16701 1.26700 -0.15759
H 0.09169 -1.43011 1.56383
H 0.62916 -1.96683 -0.11070
H -1.44776 2.48689 0.25152
H 0.78862 2.08577 -0.48678
```

Properties
**SMILES**: S=C1CSN=CN1
**Net charge**: 0
**E**: -27825.371 eV
**Multiplicity**: 1
**Energy relative to the best compared isomer or geometry (same formula, charge and spin)**: 136.9 kJ/mol
**E_HOMO**: -8.777 eV
**Strongest force on any atom**: 3.0 eV/Å

---

# 2
Density functional theory data (ωB97M-V with the def2-TZVPD basis set) for a cluster of 2 separate species, C3H7FS in total at a distorted geometry.

```
12
C3H7FS, DFT ωB97M-V with the def2-TZVPD basis set
C -0.96773 0.64593 0.16773
C -1.62321 -0.69298 0.31042
C 2.11845 -0.55952 -0.94424
F 3.82637 1.21262 0.29003
S 3.16894 0.50456 -1.25363
H -0.91373 1.09246 1.14751
H 0.02291 0.81862 -0.34016
H -1.59096 1.28662 -0.36153
H -2.25367 -1.09310 -0.43759
H -2.31439 -0.59246 1.13685
H -0.90054 -1.55233 0.54568
H 1.42756 -1.07043 -0.26107
```

Properties
**Net charge**: 0
**E**: -16774.110 eV
**Multiplicity**: 1
**Energy relative to the best compared isomer or geometry (same formula, charge and spin)**: 277.3 kJ/mol
**E_HOMO**: -10.173 eV
**Strongest force on any atom**: 3.1 eV/Å

---

# 3
Density functional theory data (ωB97M-V with the def2-TZVPD basis set) for a cluster of 2 separate species, C4H11NO3 in total at a distorted geometry.

```
19
C4H11NO3, DFT ωB97M-V with the def2-TZVPD basis set
C -1.37737 -0.42303 -1.61407
C -0.04984 -0.80008 -0.91739
O 0.94162 0.09945 -1.43718
C -0.12289 -0.64122 0.57503
N 1.04639 -1.09896 1.32440
C 1.81594 -0.18843 1.98363
O 1.64088 1.01418 1.88415
H -1.12663 -0.11443 -2.62704
H -1.81915 0.39084 -1.03795
H -2.11050 -1.21661 -1.76385
H 0.28548 -1.80305 -1.19980
H 1.23959 0.71679 -0.74961
H -0.33759 0.38589 0.83115
H -0.97363 -1.20882 0.96921
H 1.18332 -2.09003 1.42574
H 2.58945 -0.64872 2.60584
O -1.30744 2.57309 -0.10599
H -0.68273 2.54065 -0.84432
H -0.83489 2.51251 0.69804
```

Properties
**SMILES**: C[C@@H](O)CNC=O.O
**Net charge**: 0
**E**: -11959.011 eV
**Multiplicity**: 1
**Energy relative to the best compared isomer or geometry (same formula, charge and spin)**: 106.0 kJ/mol
**E_HOMO**: -10.151 eV
**Strongest force on any atom**: 1.8 eV/Å

---

# 4
Density functional theory data (ωB97M-V with the def2-TZVPD basis set) for the ion C2H2N3O with charge +1 at a distorted geometry.

```
8
C2H2N3O, DFT ωB97M-V with the def2-TZVPD basis set
N 1.44524 -2.25138 0.05201
N 1.07847 -1.18425 0.04362
C 0.85867 0.06571 0.03687
C -0.37714 0.70145 -0.01799
N -1.61138 0.38510 0.04430
O -2.72368 0.07427 0.07029
H 1.86785 0.51417 0.19537
H -0.53804 1.69493 -0.42447
```

Properties
**SMILES**: N#[N+]/C=C\N=O
**Net charge**: +1
**E**: -8610.342 eV
**Multiplicity**: 1
**Energy relative to the best compared isomer or geometry (same formula, charge and spin)**: 435.4 kJ/mol
**E_HOMO**: -14.480 eV
**Strongest force on any atom**: 5.9 eV/Å

---

# 5
Density functional theory data (ωB97M-V with the def2-TZVPD basis set) for the molecule C7H11NO at a distorted geometry.

```
20
C7H11NO, DFT ωB97M-V with the def2-TZVPD basis set
C 0.96449 -1.00155 -1.56445
C 0.46059 0.39173 -1.07979
C 1.39855 1.04823 -0.08793
C 0.88845 1.19573 1.16441
C -0.41048 0.53594 1.28953
C -0.34883 -0.97408 1.65168
N -0.74926 0.37290 -0.36813
C -1.99866 0.35967 -0.85010
O -2.23406 0.57102 -2.01710
H 1.07591 -1.56722 -0.63281
H 1.90751 -1.15038 -2.21511
H 0.08400 -1.34300 -2.10058
H 0.44161 1.13024 -1.87566
H 2.28725 1.41512 -0.42202
H 1.11733 1.89464 1.91685
H -1.22751 1.02779 1.80303
H -1.11179 -1.45486 1.07580
H -0.50761 -1.07412 2.84470
H 0.64204 -1.45017 1.46905
H -2.67953 0.07238 -0.00135
```

Properties
**SMILES**: C[C@@H]1C=C[C@H](C)N1C=O
**Net charge**: 0
**E**: -10972.854 eV
**Multiplicity**: 1
**Energy relative to the best compared isomer or geometry (same formula, charge and spin)**: 233.7 kJ/mol
**E_HOMO**: -9.139 eV
**Strongest force on any atom**: 5.0 eV/Å